180
Properties=species:S:1:pos:R:3:forces:R:3:lowdin_charge:R:1 method="wB97M-V/def2-TZVPD" homo_ev=-9.328 energy_ha=-5498.60137
O 10.540 1.982 1.838 2.622 -0.184 -0.441 0.139
C 9.378 2.175 1.887 -3.175 0.675 1.644 -0.316
C 8.357 1.239 1.384 1.912 -0.174 -0.115 -0.112
C 8.852 0.139 0.697 -0.654 0.242 -0.882 0.014
C 7.926 -0.678 0.031 1.108 -0.831 1.237 -0.048
C 6.582 -0.475 0.279 -0.529 0.544 1.018 -0.048
C 6.110 0.582 1.079 -0.020 0.004 -1.473 0.025
C 7.032 1.473 1.612 -1.874 -1.019 -0.288 -0.084
C 6.467 2.551 2.450 4.416 0.244 -1.252 -0.313
O 5.322 2.674 2.622 -4.426 0.268 0.894 0.142
C 7.447 3.534 2.952 0.212 -0.955 -0.935 -0.090
C 6.979 4.615 3.644 2.026 -0.026 0.343 -0.014
C 7.897 5.495 4.158 -1.755 1.757 1.264 -0.073
C 9.245 5.362 3.921 0.456 0.806 -0.118 -0.074
C 9.722 4.302 3.154 -1.110 0.458 0.848 0.012
C 8.796 3.346 2.650 2.109 1.285 0.613 -0.037
H 9.942 0.051 0.684 -0.472 -0.247 -0.308 0.126
H 8.273 -1.603 -0.448 -0.252 0.582 -0.086 0.113
H 5.858 -1.212 0.031 -0.460 -0.401 -0.835 0.096
H 5.036 0.835 1.070 0.595 -0.531 0.523 0.109
H 5.977 4.754 3.856 -1.920 -0.004 0.183 0.101
H 7.398 6.297 4.788 1.355 -0.681 -0.800 0.133
H 9.935 6.159 4.266 -0.423 -0.830 -0.075 0.120
H 10.795 4.337 3.156 0.311 -0.978 -0.970 0.114
O -2.618 -2.844 -5.575 -1.426 -0.661 1.127 0.072
C -3.443 -3.023 -4.666 1.692 0.608 -0.814 -0.277
C -4.486 -2.044 -4.410 -2.000 -0.390 1.732 -0.073
C -4.663 -1.012 -5.295 0.993 0.831 -1.410 -0.036
C -5.618 -0.048 -5.140 -0.805 0.299 2.338 -0.035
C -6.436 -0.140 -3.967 -1.057 2.204 -1.874 -0.044
C -6.318 -1.169 -3.070 -0.104 -0.073 -0.046 -0.032
C -5.375 -2.152 -3.258 1.688 -0.492 -1.520 -0.049
C -5.209 -3.277 -2.286 -0.144 0.010 1.745 -0.265
O -5.857 -3.370 -1.239 0.290 0.482 -1.349 0.077
C -4.125 -4.260 -2.524 0.699 -0.295 -1.165 -0.060
C -3.885 -5.332 -1.642 0.348 -0.141 -1.533 0.021
C -2.903 -6.262 -2.026 0.547 -0.293 1.491 -0.053
C -2.069 -6.080 -3.119 0.303 -0.557 0.318 -0.068
C -2.310 -5.032 -3.949 0.196 0.980 -0.558 -0.027
C -3.314 -4.134 -3.702 -1.097 -0.313 1.349 -0.078
H -3.990 -0.836 -6.148 -0.091 -0.730 0.518 0.133
H -5.550 0.816 -5.795 -0.677 -0.112 0.107 0.113
H -7.265 0.628 -3.804 1.391 -1.049 -0.191 0.132
H -6.987 -1.189 -2.237 -0.183 -0.230 0.513 0.117
H -4.473 -5.488 -0.748 0.001 0.166 -0.071 0.116
H -2.635 -7.095 -1.356 -0.484 0.443 -0.236 0.112
H -1.186 -6.698 -3.297 -0.507 -0.122 0.144 0.119
H -1.722 -4.732 -4.790 0.596 -0.473 -0.470 0.116
O -1.539 0.033 -0.804 -0.302 -0.082 -0.644 0.110
C -1.834 0.639 -1.822 -0.408 0.403 0.294 -0.254
C -2.552 1.925 -1.773 0.135 -1.113 0.050 -0.105
C -2.978 2.400 -0.558 1.138 0.903 0.891 0.012
C -3.479 3.717 -0.523 0.062 -3.250 3.010 -0.063
C -3.647 4.406 -1.675 -0.383 2.164 1.243 -0.075
C -3.233 3.910 -2.892 -0.181 1.541 -0.487 -0.014
C -2.711 2.651 -2.940 0.257 0.170 -2.333 -0.064
C -2.247 2.191 -4.366 -0.611 0.968 2.621 -0.288
O -2.413 2.881 -5.337 -0.166 0.398 -0.530 0.120
C -1.589 0.922 -4.364 0.566 -1.578 -0.092 -0.101
C -1.111 0.420 -5.578 0.092 0.685 0.410 -0.014
C -0.368 -0.726 -5.599 -0.202 -2.488 -0.818 -0.061
C -0.270 -1.478 -4.437 0.440 -0.403 0.819 -0.057
C -0.876 -1.078 -3.238 0.699 -0.361 0.050 0.015
C -1.460 0.176 -3.170 0.369 -0.659 -0.902 -0.064
H -2.633 1.900 0.390 -0.901 0.266 -1.253 0.117
H -3.700 3.961 0.555 -0.107 0.913 -1.617 0.134
H -3.987 5.413 -1.412 -0.045 0.027 -1.291 0.119
H -3.199 4.589 -3.762 -0.270 -0.749 0.338 0.136
H -1.232 1.025 -6.453 -0.276 0.103 -0.361 0.114
H -0.072 -1.333 -6.513 -0.061 1.676 0.888 0.148
H 0.354 -2.378 -4.494 -0.597 0.120 0.246 0.113
H -0.884 -1.672 -2.304 0.347 0.263 -0.781 0.115
O 2.959 0.459 -0.075 -0.682 0.849 0.005 0.084
C 1.799 0.158 0.176 1.571 -1.104 0.140 -0.265
C 0.815 1.021 0.895 2.175 0.376 -1.686 -0.118
C 0.946 2.407 0.779 -1.904 0.299 1.288 0.004
C -0.029 3.218 1.432 0.762 -1.807 0.297 -0.033
C -0.997 2.589 2.226 0.179 -1.475 -0.970 -0.029
C -1.086 1.141 2.271 -0.593 1.941 1.157 0.039
C -0.147 0.376 1.622 -1.373 1.091 0.666 -0.132
C -0.360 -1.072 1.618 0.775 -0.247 -0.402 -0.295
O -1.018 -1.636 2.458 -0.551 -0.301 0.022 0.130
C 0.283 -1.799 0.499 0.202 -0.791 -0.779 -0.071
C -0.247 -3.038 0.078 0.770 1.411 0.990 -0.005
C 0.365 -3.667 -0.961 -0.905 -2.066 0.060 -0.096
C 1.487 -3.179 -1.577 0.977 -0.850 -1.413 -0.090
C 2.020 -1.972 -1.206 0.136 1.126 0.425 -0.001
C 1.407 -1.249 -0.163 -1.623 -0.274 0.027 -0.060
H 1.731 2.889 0.234 0.461 -0.216 -0.325 0.107
H 0.027 4.293 1.392 -0.056 0.166 -0.086 0.110
H -1.730 3.249 2.662 -0.268 -0.287 0.406 0.101
H -1.872 0.588 2.827 0.524 0.857 -0.296 0.116
H -1.040 -3.558 0.585 -0.262 0.279 0.227 0.094
H -0.073 -4.656 -1.169 0.507 0.439 -0.451 0.113
H 1.959 -3.785 -2.386 -0.378 0.662 0.678 0.125
H 2.868 -1.541 -1.746 -0.247 -0.112 0.344 0.126
O -0.263 6.739 -5.402 -0.282 0.751 -0.283 0.118
C -0.079 5.624 -5.816 0.713 -0.844 1.783 -0.279
C 0.461 4.575 -4.832 -0.742 0.619 -1.974 -0.083
C 0.439 4.834 -3.507 0.840 -0.736 2.131 0.000
C 0.826 3.837 -2.568 -0.711 0.988 0.969 -0.031
C 1.345 2.667 -3.055 -0.517 -0.618 0.248 -0.051
C 1.350 2.414 -4.432 0.873 -1.398 1.812 -0.005
C 0.868 3.332 -5.300 0.154 -0.778 -0.423 -0.117
C 0.700 2.874 -6.688 -0.360 2.321 -0.379 -0.310
O 1.091 1.831 -7.135 0.313 -0.845 -0.014 0.110
C -0.008 3.874 -7.556 0.098 0.085 -1.191 -0.060
C -0.276 3.467 -8.869 0.597 -0.412 1.441 -0.026
C -1.059 4.215 -9.674 -2.008 0.671 -2.087 -0.075
C -1.497 5.494 -9.267 0.641 0.119 0.223 -0.047
C -1.021 6.031 -8.055 -1.850 -0.554 -0.815 0.008
C -0.367 5.172 -7.175 0.269 -0.206 -0.176 -0.098
H 0.222 5.804 -3.139 -0.632 0.774 0.070 0.112
H 0.638 3.955 -1.432 0.510 0.067 -2.159 0.122
H 1.581 1.873 -2.355 0.311 -0.010 -0.110 0.100
H 1.691 1.420 -4.730 -0.187 0.419 -0.352 0.132
H 0.115 2.520 -9.171 -0.022 -0.524 -0.172 0.114
H -1.462 3.739 -10.630 0.754 0.970 1.236 0.133
H -2.191 6.084 -9.880 0.436 -0.342 0.206 0.108
H -1.458 6.990 -7.733 0.800 -0.463 0.025 0.129
O 2.072 -1.193 3.341 0.118 -0.571 -0.109 0.168
C 2.119 -2.394 3.293 -0.490 -0.067 1.020 -0.550
O 3.016 -3.097 2.604 0.393 -0.279 -0.723 0.080
C 2.629 -4.479 2.548 1.019 -0.701 0.263 -0.098
C 1.426 -4.596 3.429 -1.753 2.356 -0.583 -0.059
O 1.312 -3.224 3.986 0.081 -0.297 -0.417 0.062
H 2.421 -4.741 1.519 0.009 -0.007 -0.208 0.126
H 3.414 -5.142 2.956 0.110 0.663 -0.451 0.138
H 1.497 -5.276 4.235 0.103 -0.639 0.781 0.120
H 0.504 -4.734 2.844 0.455 -0.208 0.472 0.105
O -2.368 6.094 4.129 0.902 -1.836 0.951 0.124
C -1.997 5.195 4.860 -1.933 0.710 0.665 -0.571
O -2.823 4.352 5.552 -1.649 1.055 -2.206 0.049
C -2.124 3.539 6.422 -0.139 -0.968 1.088 -0.146
C -0.674 3.741 6.076 0.137 0.863 0.385 -0.085
O -0.799 4.922 5.297 2.717 1.415 -1.644 0.059
H -2.401 3.895 7.400 0.118 -0.294 0.727 0.129
H -2.421 2.510 6.256 -0.152 -0.178 0.244 0.134
H -0.318 2.911 5.468 0.449 0.277 0.193 0.096
H -0.011 4.085 6.905 -0.448 -1.048 -0.520 0.156
O 0.546 0.879 6.025 1.132 -0.811 -0.175 0.117
C 1.535 0.990 5.340 -1.030 1.620 -0.156 -0.561
O 1.489 1.764 4.222 0.862 -0.407 -0.255 0.043
C 2.797 1.741 3.571 -1.217 -0.619 -0.343 -0.119
C 3.656 1.102 4.600 1.928 1.229 1.030 -0.143
O 2.790 0.620 5.608 -0.824 -1.114 0.308 0.079
H 2.739 1.125 2.686 -0.203 -0.033 -0.265 0.096
H 3.123 2.727 3.310 -0.169 0.494 -0.005 0.112
H 4.241 1.892 5.097 0.104 -0.226 -0.108 0.132
H 4.387 0.373 4.240 -0.612 -0.289 0.048 0.137
O -3.571 -0.479 4.199 -0.622 -0.539 -0.167 0.128
C -3.861 -1.121 3.225 0.735 -0.246 0.244 -0.586
O -4.099 -2.454 3.165 0.166 -0.764 0.449 0.063
C -3.992 -2.968 1.782 -1.944 1.348 1.043 -0.050
C -4.219 -1.646 1.105 -2.020 1.344 -2.726 -0.121
O -3.913 -0.597 2.014 0.407 -0.044 -0.231 0.057
H -3.063 -3.397 1.631 2.076 -0.763 0.011 0.082
H -4.784 -3.726 1.558 0.531 0.881 0.463 0.149
H -5.326 -1.552 0.953 0.809 -0.151 -0.254 0.140
H -3.731 -1.343 0.137 -0.172 -0.925 0.955 0.143
O -3.401 -5.181 4.828 -1.445 -1.354 0.215 0.136
C -2.976 -4.202 5.344 1.901 1.326 -0.548 -0.620
O -3.487 -3.412 6.278 -0.069 0.747 0.368 0.085
C -2.617 -2.212 6.452 -1.999 0.337 -1.124 -0.062
C -1.487 -2.447 5.504 0.535 0.408 -2.103 -0.110
O -1.769 -3.754 4.947 0.587 0.394 0.332 0.041
H -3.215 -1.295 6.228 0.404 -1.036 -0.027 0.125
H -2.304 -2.149 7.449 0.346 -0.330 1.569 0.105
H -0.524 -2.446 6.008 0.086 -0.182 -0.127 0.125
H -1.438 -1.763 4.596 -0.111 -0.600 1.540 0.120
O -0.757 -5.786 1.486 1.716 3.035 -3.628 0.162
C -1.292 -6.595 2.114 -1.918 -0.765 0.917 -0.681
O -2.474 -7.140 1.818 -0.816 -1.133 0.568 0.068
C -2.801 -8.143 2.839 1.742 0.794 0.223 -0.046
C -1.710 -7.864 3.915 0.241 -0.063 -0.981 -0.063
O -0.793 -6.967 3.242 -0.031 -1.681 2.594 0.088
H -3.752 -7.953 3.293 -0.714 0.051 -0.348 0.122
H -2.677 -9.127 2.395 -0.338 0.001 -0.020 0.126
H -1.119 -8.719 4.167 0.092 -0.685 0.234 0.119
H -2.100 -7.402 4.797 -0.200 0.474 0.340 0.109